1.
{"formula": "C10H15O4RhS", "method": "the ωB97M-V functional and the def2-TZVPD basis", "e_homo_ev": [-8.406, -9.607], "lumo_ev": [0.151, -1.992], "total_energy_ha": -1199.63785, "max_force_ev_per_a": 1.182, "spin_multiplicity": 5, "symbols": ["Rh", "C", "C", "C", "C", "C", "C", "C", "C", "C", "C", "H", "H", "H", "H", "H", "H", "H", "H", "H", "H", "H", "H", "H", "H", "H", "O", "S", "O", "O", "O"], "xyz": [[7.256, 4.558, 4.301], [9.116, 5.872, 4.843], [8.013, 6.761, 4.808], [7.106, 6.435, 5.859], [7.665, 5.314, 6.570], [8.900, 4.978, 5.939], [9.770, 3.863, 6.336], [7.067, 4.593, 7.734], [5.841, 7.126, 6.228], [7.835, 7.837, 3.785], [10.278, 5.888, 3.936], [10.132, 4.031, 7.354], [10.631, 3.702, 5.652], [9.180, 2.966, 6.377], [7.017, 5.246, 8.617], [7.642, 3.685, 8.017], [6.069, 4.255, 7.478], [5.959, 7.526, 7.249], [5.027, 6.440, 6.154], [5.620, 7.977, 5.565], [8.158, 8.803, 4.188], [6.770, 7.947, 3.516], [8.411, 7.631, 2.880], [10.768, 6.834, 3.927], [10.004, 5.679, 2.922], [11.005, 5.141, 4.250], [6.049, 3.300, 3.107], [4.947, 3.610, 4.133], [3.692, 2.978, 3.904], [4.883, 5.102, 4.055], [5.661, 3.253, 5.400]], "forces_ev_per_a": [[-0.63, -0.12, -0.47], [-0.60, -0.29, 0.57], [-0.57, 0.30, -0.44], [0.46, -0.09, 0.26], [0.35, 0.00, -0.09], [-0.45, 0.37, -0.25], [0.92, -0.23, 0.16], [0.33, -0.22, 0.34], [0.73, 0.93, -0.07], [-0.52, 0.21, 0.08], [0.37, -0.71, 0.26], [0.22, -0.05, -0.11], [-0.61, 0.13, 0.53], [-0.11, -0.65, -0.01], [-0.02, -0.12, -0.22], [-0.24, 0.65, -0.26], [-0.23, 0.03, 0.04], [-0.28, -0.22, -0.25], [-0.69, -0.45, 0.19], [0.16, -0.36, 0.19], [0.06, -0.03, -0.07], [0.45, -0.09, 0.02], [-0.09, 0.04, 0.10], [0.38, 0.87, 0.10], [-0.17, -0.18, -0.69], [0.04, 0.04, -0.13], [0.33, -0.12, -0.23], [-0.26, 0.28, -0.59], [0.24, -0.30, 0.06], [0.48, 0.23, 0.46], [-0.03, 0.15, 0.53]]}

---

2.
{"formula": "C10H16", "method": "the ωB97M-V functional and the def2-TZVPD basis", "e_homo_ev": [0.691, -3.296], "lumo_ev": [3.914, 3.818], "charge": -1, "total_energy_ha": -390.56393, "max_force_ev_per_a": 1.490, "spin_multiplicity": 2, "symbols": ["C", "C", "H", "H", "H", "H", "H", "H", "C", "C", "C", "C", "C", "C", "C", "C", "H", "H", "H", "H", "H", "H", "H", "H", "H", "H"], "xyz": [[2.002, 0.077, 2.685], [1.875, -1.285, 2.019], [2.417, -0.021, 3.692], [2.622, 0.717, 2.064], [1.056, 0.581, 2.857], [0.894, -1.494, 1.597], [2.052, -2.131, 2.693], [2.575, -1.433, 1.191], [-2.010, -0.882, -1.597], [-1.213, -2.149, -1.863], [-1.174, 0.281, -1.069], [-1.695, 1.049, 0.014], [0.029, 0.588, -1.641], [-1.001, 2.261, 0.342], [0.800, 1.737, -1.212], [0.193, 2.575, -0.245], [-2.524, -0.544, -2.489], [-2.777, -1.101, -0.845], [-1.235, -2.918, -1.093], [-2.635, 0.683, 0.397], [0.483, 0.016, -2.448], [-1.512, 2.978, 0.987], [1.875, 1.678, -1.353], [0.715, 3.468, 0.078], [-0.180, -1.951, -2.095], [-1.632, -2.781, -2.664]], "forces_ev_per_a": [[-0.02, -0.09, 0.37], [-0.21, -0.97, -0.28], [0.40, 0.06, -0.16], [0.03, 0.27, 0.18], [-0.23, -0.03, -0.40], [-0.14, 0.36, -0.07], [0.09, 0.21, 0.19], [0.02, 0.24, 0.09], [0.21, 0.12, 0.83], [-0.45, -1.24, -0.69], [-0.11, -0.34, 0.09], [0.46, -0.57, -1.02], [0.56, 0.57, -0.01], [-0.98, 0.11, 0.17], [-0.27, -0.67, 0.27], [0.46, -0.08, 0.11], [-0.15, -0.05, -0.32], [-0.05, 0.06, -0.13], [0.13, 0.48, 0.88], [-0.19, 0.50, 0.45], [-0.33, -0.27, -0.02], [0.30, -0.03, 0.11], [0.09, 0.48, -0.15], [0.01, 0.21, 0.03], [0.32, 0.10, -0.14], [0.04, 0.58, -0.39]]}

---

3.
{"formula": "C10H16", "method": "the ωB97M-V functional and the def2-TZVPD basis", "e_homo_ev": [1.112, -4.324], "lumo_ev": [4.258, 3.904], "charge": -1, "total_energy_ha": -390.52596, "max_force_ev_per_a": 4.702, "spin_multiplicity": 2, "symbols": ["C", "C", "H", "H", "H", "H", "H", "H", "C", "C", "C", "C", "C", "C", "C", "C", "H", "H", "H", "H", "H", "H", "H", "H", "H", "H"], "xyz": [[-1.330, -2.277, -1.062], [-0.567, -1.471, -2.171], [-2.028, -3.019, -1.519], [-0.449, -2.942, -0.529], [-1.906, -1.751, -0.364], [0.142, -0.910, -1.601], [-1.147, -0.767, -2.778], [0.040, -2.118, -2.911], [1.095, -0.629, 1.279], [1.047, -0.587, 2.779], [0.527, 0.597, 0.618], [-0.789, 0.991, 0.784], [1.365, 1.271, -0.327], [-1.215, 2.165, 0.226], [0.835, 2.383, -1.011], [-0.491, 2.801, -0.786], [2.204, -0.984, 0.874], [0.490, -1.535, 0.987], [0.032, -0.061, 3.092], [-1.470, 0.467, 1.419], [2.313, 0.795, -0.579], [-2.262, 2.538, 0.467], [1.502, 2.808, -1.893], [-0.789, 3.781, -1.336], [1.792, 0.040, 3.210], [1.061, -1.587, 3.130]], "forces_ev_per_a": [[2.69, -3.37, -1.87], [0.16, -1.02, -0.18], [0.45, 0.33, 0.24], [-2.42, 1.63, -0.91], [-0.32, 1.23, 1.07], [0.66, 0.73, -0.03], [-0.18, -0.21, 0.33], [-1.10, 0.64, 1.30], [1.22, -1.39, -1.60], [-2.57, 1.63, 0.20], [3.53, -0.96, -0.87], [-0.81, 0.65, 0.59], [-1.96, 0.59, -0.12], [-2.18, 0.85, -1.08], [2.70, -1.08, -1.83], [0.13, 2.65, -0.46], [-2.53, 1.35, 0.94], [0.10, 0.49, 0.13], [1.85, -1.30, -0.50], [-0.19, -0.39, 0.48], [0.01, 0.47, 0.08], [1.28, -0.51, -0.35], [-1.57, -0.63, 1.87], [0.05, -1.76, 1.27], [0.85, 0.31, 0.38], [0.14, -0.94, 0.93]]}

---

4.
{"formula": "C10H16", "method": "the ωB97M-V functional and the def2-TZVPD basis", "e_homo_ev": [0.757, -3.262], "lumo_ev": [3.591, 3.585], "charge": -1, "total_energy_ha": -390.57062, "max_force_ev_per_a": 1.403, "spin_multiplicity": 2, "symbols": ["C", "C", "C", "C", "C", "C", "C", "H", "H", "H", "H", "H", "H", "H", "H", "C", "C", "C", "H", "H", "H", "H", "H", "H", "H", "H"], "xyz": [[-1.826, -2.196, -1.023], [0.267, 0.682, -2.480], [-0.198, -0.638, -2.124], [-0.615, 1.748, -2.169], [-1.367, -0.820, -1.438], [-1.833, 1.589, -1.555], [-2.244, 0.271, -1.147], [1.214, 0.923, -2.941], [0.493, -1.478, -2.220], [-0.335, 2.714, -2.500], [-2.446, 2.457, -1.379], [-1.151, -2.943, -1.464], [-2.800, -2.505, -1.416], [-3.066, 0.104, -0.456], [-1.832, -2.272, 0.063], [1.326, -0.336, 2.290], [1.204, 0.590, 1.074], [2.303, 0.217, 3.340], [0.348, -0.436, 2.711], [1.624, -1.304, 1.894], [0.371, 1.310, 1.038], [3.102, 0.784, 2.868], [1.762, 0.868, 4.027], [2.700, -0.590, 3.955], [2.066, 1.223, 0.873], [0.935, 0.038, 0.179]], "forces_ev_per_a": [[0.69, -0.38, -0.59], [-0.77, 0.12, 0.29], [0.96, 0.11, 0.27], [-0.21, -0.65, -0.14], [-0.97, 0.16, -0.21], [0.48, -0.48, 0.08], [0.18, -0.11, 0.13], [0.11, -0.36, -0.05], [-0.24, -0.08, -0.24], [0.27, 1.11, -0.19], [-0.23, 0.17, 0.09], [0.16, 0.04, 0.43], [-0.22, 0.49, 0.16], [-0.09, 0.08, -0.16], [-0.10, -0.23, 0.18], [0.59, 1.02, -0.75], [-0.94, 0.61, -0.67], [-0.64, -0.51, 0.11], [-0.62, -0.35, 0.41], [0.21, -0.19, 0.30], [0.01, -0.14, 0.82], [0.17, -0.09, 0.07], [0.08, 0.27, -0.03], [0.26, 0.02, 0.00], [0.43, -0.35, 0.01], [0.41, -0.29, -0.29]]}